1.
C6H11BNO2S | ωB97M-V with the def2-TZVPD basis set

Last column: Mulliken charge in e.
Positions of all 22 atoms, in Å:
1 B -1.874 -1.498 1.947  0.4142
2 C 1.359 -1.530 -2.008  -0.5871
3 C 2.131 -0.380 -1.937  -0.3981
4 C 0.047 -1.534 -1.635  -0.6731
5 C 1.593 0.833 -1.635  -0.7539
6 C -0.582 -0.323 -1.409  -0.4804
7 C 0.213 0.807 -1.366  0.8600
8 N 0.164 1.801 2.306  -0.3505
9 O -2.491 -2.611 1.911  -0.4309
10 O -1.177 -0.540 2.169  -0.3529
11 S -0.430 2.326 -0.574  -0.4124
12 H 1.876 -2.386 -2.272  0.4451
13 H 3.100 -0.274 -2.205  0.4621
14 H -0.574 -2.358 -1.743  0.5130
15 H 2.156 1.697 -1.611  0.4890
16 H -1.603 -0.132 -1.179  0.3927
17 H -0.337 1.968 1.406  0.1832
18 H 1.059 1.379 2.178  0.3701
19 H 0.050 2.632 2.870  0.3720
20 H -2.678 -3.039 2.736  0.3393
21 H -0.203 1.007 2.797  0.3796
22 H -1.800 2.154 -0.748  0.2192

Force components x, y, z for each atom (eV/Å):
0.741 0.238 0.784
0.883 0.924 0.843
-2.049 0.319 -0.062
-0.646 1.477 -1.023
-3.134 -1.541 0.555
1.263 0.948 0.534
0.152 1.558 1.077
-0.746 -0.150 0.906
-1.122 -1.319 -1.174
0.695 1.564 -0.177
-1.184 -0.165 -1.398
0.578 -1.837 -0.506
3.165 -0.819 -0.867
-0.716 -1.786 0.026
1.029 1.740 0.080
-0.809 -0.655 0.099
0.258 -0.502 -0.425
1.606 0.944 -0.582
0.874 0.207 0.313
-0.275 -0.528 0.663
-1.750 -0.688 0.335
1.185 0.073 0.000

Summary:
HOMO-LUMO gap = 8.862 eV
energy relative to the best compared isomer or geometry (same formula, charge and spin) = 70.0 kJ/mol
spin multiplicity = 1
total charge = +1
LUMO level = -3.1 eV

=====

2.
C30H23N4O6S2SeW | ωB97M-V with the def2-TZVPD basis set

Last column: Mulliken charge in e.
Positions of all 67 atoms, in Å:
1 W 0.245 0.787 -0.164  1.0823
2 C -2.006 -3.460 -3.018  -0.5530
3 C -0.633 -3.604 -3.184  -0.6616
4 C 0.240 -2.885 -2.391  -0.2143
5 C -0.283 -2.014 -1.440  0.4245
6 C -1.654 -1.855 -1.268  -0.3102
7 C -2.515 -2.596 -2.058  -0.8881
8 N 0.595 -1.236 -0.631  1.2496
9 N 1.686 -1.799 -0.302  -1.0916
10 C 2.604 -0.920 0.253  0.5019
11 C 3.809 -1.395 0.736  -0.6844
12 C 4.741 -0.473 1.182  -0.2301
13 C 4.445 0.883 1.136  -0.9520
14 C 3.203 1.287 0.683  -0.3208
15 N 2.292 0.398 0.273  0.4552
16 H -2.683 -4.023 -3.648  0.4252
17 H -0.244 -4.266 -3.946  0.4376
18 H 1.310 -2.962 -2.518  0.4633
19 H -2.031 -1.173 -0.519  0.4306
20 H -3.584 -2.493 -1.929  0.4447
21 H 3.995 -2.459 0.728  0.5679
22 H 5.698 -0.807 1.559  0.4680
23 H 5.159 1.624 1.465  0.4533
24 H 2.893 2.323 0.666  0.5443
25 O -1.393 2.072 3.274  -0.6660
26 S -1.130 2.125 1.878  1.5629
27 O -1.564 0.968 1.034  -0.5975
28 O 0.340 2.172 1.535  -0.6449
29 C -2.138 3.405 1.169  -0.1386
30 C -2.773 4.261 2.044  -0.4102
31 C -3.798 5.084 1.582  -0.6352
32 C -4.201 5.014 0.266  -0.6706
33 C -3.551 4.161 -0.625  -0.3851
34 C -2.525 3.354 -0.183  -0.1714
35 S -1.493 2.598 -1.439  1.6337
36 O -1.494 1.091 -1.480  -0.4807
37 O -1.837 3.221 -2.666  -0.6435
38 O -0.148 2.854 -0.850  -0.6571
39 H -2.501 4.255 3.090  0.5054
40 H -4.288 5.759 2.271  0.4196
41 H -5.009 5.637 -0.093  0.4198
42 H -3.814 4.161 -1.674  0.5283
43 N 0.377 -0.479 1.861  -0.4216
44 C 0.531 -0.824 2.942  0.4300
45 C 0.718 -1.260 4.288  0.2677
46 C 0.924 -0.307 5.286  -0.3729
47 C 1.103 -0.736 6.588  -0.6792
48 C 1.075 -2.092 6.884  -0.3482
49 C 0.861 -3.034 5.885  -0.6815
50 C 0.680 -2.624 4.577  -0.4105
51 H 0.926 0.746 5.038  0.4950
52 H 1.260 -0.011 7.376  0.4118
53 H 1.215 -2.420 7.905  0.4109
54 H 0.832 -4.087 6.128  0.4080
55 H 0.509 -3.344 3.787  0.4931
56 Se 1.595 0.890 -2.386  0.0956
57 C 0.790 -0.055 -3.855  0.5801
58 C 1.706 -0.793 -4.608  -0.8574
59 C 1.300 -1.478 -5.742  -0.5970
60 C -0.036 -1.454 -6.123  -0.5541
61 C -0.945 -0.723 -5.374  -0.6586
62 C -0.539 -0.014 -4.251  -0.0554
63 H 2.745 -0.831 -4.303  0.4203
64 H 2.026 -2.033 -6.320  0.3904
65 H -0.362 -1.991 -7.004  0.4182
66 H -1.986 -0.685 -5.669  0.4397
67 H -1.269 0.566 -3.707  0.3641

Force components x, y, z for each atom (eV/Å):
-0.541 0.422 0.771
-0.026 -0.006 -0.004
0.052 0.009 -0.015
-0.002 -0.051 0.011
-0.065 -0.063 0.205
0.021 0.030 -0.017
0.012 0.011 0.000
0.541 -0.322 -0.443
-0.404 0.085 -0.117
-0.059 0.082 0.287
0.060 0.058 -0.172
0.026 0.018 0.022
0.004 -0.023 0.005
-0.048 -0.053 0.039
0.224 -0.117 0.010
0.001 0.001 0.008
-0.003 0.004 0.002
-0.002 -0.003 0.001
0.000 -0.002 0.010
0.007 -0.001 0.000
0.012 0.002 -0.008
-0.004 -0.003 -0.006
-0.003 0.005 -0.004
0.016 0.003 -0.004
0.076 0.031 0.033
-0.157 -0.106 -0.143
-0.143 -0.163 0.237
-0.043 -0.040 -0.180
-0.012 -0.083 0.005
-0.035 -0.022 0.017
-0.016 0.007 0.002
-0.008 0.023 0.006
0.013 0.040 -0.015
0.089 0.034 -0.032
0.153 0.216 0.035
-0.025 -0.016 0.217
0.022 -0.135 -0.053
0.326 -0.163 -0.153
0.027 -0.009 -0.010
-0.003 0.001 -0.008
0.001 0.000 0.007
0.012 -0.032 0.001
0.100 0.284 -0.496
-0.099 -0.097 -0.009
-0.036 -0.022 0.047
-0.016 0.003 0.008
-0.001 0.000 0.003
-0.004 -0.002 0.014
0.004 -0.010 -0.010
0.027 0.011 0.024
-0.003 0.001 -0.013
0.005 0.001 -0.005
-0.003 0.003 0.000
0.001 0.002 -0.003
-0.002 0.006 -0.003
-0.233 0.354 -0.269
0.307 -0.287 0.065
0.023 -0.037 0.020
-0.084 -0.020 -0.030
0.056 0.012 0.031
-0.022 0.011 0.001
-0.151 0.090 0.042
-0.013 0.020 0.006
-0.004 -0.001 -0.005
0.004 0.000 0.000
0.004 -0.006 -0.010
0.047 0.015 0.045

Summary:
HOMO-LUMO gap = 5.590 eV
energy relative to the best compared isomer or geometry (same formula, charge and spin) = 41.8 kJ/mol
spin multiplicity = 1
total charge = +1
LUMO level = -4.6 eV

=====

3.
C4H30N2O11 | ωB97M-V with the def2-TZVPD basis set

Last column: Mulliken charge in e.
Positions of all 47 atoms, in Å:
1 C -1.375 -1.537 0.774  -0.5188
2 C -0.086 -0.928 0.313  1.9982
3 C 0.529 -0.122 1.443  -0.8979
4 N -0.297 -0.226 -0.964  0.3857
5 C 0.827 0.383 -1.646  0.0457
6 N 0.405 1.157 -2.755  -0.3336
7 O 1.980 0.495 -1.184  -0.5344
8 H -1.371 -2.317 1.530  -0.2867
9 H -2.034 -0.591 1.119  0.1406
10 H -2.062 -1.790 -0.092  0.4184
11 H 0.620 -1.808 0.095  -1.9675
12 H 1.663 -0.094 1.326  0.1743
13 H 0.422 -0.866 2.456  0.1244
14 H 0.051 0.778 1.755  0.4690
15 H -1.097 -0.453 -1.523  0.4136
16 H -0.360 0.845 -3.455  0.2384
17 H 1.171 1.532 -3.229  0.2510
18 O -1.472 1.362 3.579  -0.6666
19 H -2.427 1.742 3.486  0.3371
20 H -1.749 0.450 3.960  0.3489
21 O 2.252 -3.135 1.203  -0.5766
22 H 1.984 -3.382 0.377  0.3158
23 H 2.872 -2.524 1.174  0.3219
24 O -1.779 1.907 0.617  -0.7310
25 H -1.283 1.395 -0.071  0.4563
26 H -1.512 1.533 1.540  0.1447
27 O 3.538 2.803 0.497  -0.5768
28 H 3.153 2.834 -0.383  0.3234
29 H 3.708 1.991 0.618  0.2541
30 O -1.383 -3.247 3.253  -0.6751
31 H -0.537 -3.125 3.059  0.3336
32 H -1.853 -3.712 2.530  0.3229
33 O -0.633 4.489 -0.871  -0.6613
34 H -1.014 3.677 -0.629  0.3175
35 H 0.194 4.366 -0.361  0.3107
36 O -3.067 2.634 -2.224  -0.7093
37 H -3.388 2.641 -1.300  0.3200
38 H -2.469 3.424 -2.495  0.3257
39 O -2.304 0.095 -2.692  -0.6704
40 H -3.002 0.084 -3.406  0.3237
41 H -2.576 0.914 -2.338  0.3179
42 O 3.843 -1.231 -0.018  -0.6298
43 H 4.686 -1.149 0.289  0.2718
44 H 3.416 -0.350 -0.223  0.3600
45 O 1.416 -3.946 -1.421  -0.7157
46 H 0.838 -3.078 -1.286  0.4427
47 H 1.564 -3.924 -2.430  0.3436

Force components x, y, z for each atom (eV/Å):
-3.828 2.886 -1.172
1.346 -2.042 -0.712
2.170 -3.512 2.627
3.157 1.242 0.057
-1.584 0.912 1.015
-1.748 -1.994 -0.397
-2.081 -0.463 -0.876
0.314 0.714 -0.464
1.300 -2.137 0.053
1.046 -0.484 0.648
-0.635 1.351 0.560
-1.648 0.611 0.137
0.236 1.956 -2.686
0.118 0.620 -0.219
-0.251 -0.150 -0.257
1.547 0.366 2.292
1.437 0.671 -0.752
-3.804 -1.388 0.582
2.533 -0.523 0.230
1.128 1.954 -0.913
-4.001 -3.873 4.519
-0.442 -1.005 -3.477
4.495 4.533 -0.808
0.641 -0.796 1.183
-0.318 0.171 0.976
-0.594 0.924 -2.350
-2.037 9.519 -1.659
-0.067 0.079 -0.025
2.040 -9.624 1.674
-6.510 -1.300 1.424
5.723 0.445 -1.580
0.868 0.282 0.822
1.737 1.099 0.122
-1.532 -1.884 0.499
-0.276 0.710 -0.501
0.911 1.270 -0.630
0.702 0.810 -0.550
-1.636 -1.898 1.483
-1.528 -1.789 -2.676
1.213 -0.713 0.815
-0.057 2.403 1.273
-4.199 0.605 -1.451
3.562 0.782 1.190
0.746 -1.376 0.156
-1.715 2.843 -2.075
1.723 -2.689 -0.502
-0.202 -0.122 2.396

Summary:
HOMO-LUMO gap = 9.835 eV
energy relative to the best compared isomer or geometry (same formula, charge and spin) = 374.7 kJ/mol
spin multiplicity = 1
total charge = 0
SMILES = CC(C)NC(N)=O.O.O.O.O.O.O.O.O.O.O
LUMO level = 0.1 eV